The following is a DFT calculation (ωB97M-V/def2-TZVPD) of a structure of composition C31H33Cl2NSb2Tl.

Structure (XYZ):
```
70
Properties=species:S:1:pos:R:3
Tl 0.35 1.53 -0.93
C -1.09 -3.18 1.01
C -2.22 -2.47 1.74
C -1.86 -2.13 3.19
Sb -0.60 -0.42 3.52
C 0.11 -0.49 5.48
C -0.44 0.38 6.42
C -0.03 0.28 7.74
C 0.93 -0.65 8.10
C 1.49 -1.50 7.15
C 1.08 -1.42 5.83
C -1.73 1.31 3.25
C -3.02 1.25 2.73
C -3.77 2.41 2.63
C -3.22 3.63 3.01
C -1.92 3.69 3.51
C -1.16 2.54 3.62
Sb -1.62 -3.59 -1.04
C -3.69 -3.92 -1.10
C -4.16 -5.17 -0.68
C -5.52 -5.41 -0.68
C -6.40 -4.43 -1.10
C -5.93 -3.19 -1.53
C -4.57 -2.93 -1.53
C -0.69 -5.34 -1.64
C 0.53 -5.72 -1.08
C 1.11 -6.92 -1.48
C 0.47 -7.71 -2.44
C -0.73 -7.31 -3.00
C -1.32 -6.12 -2.62
H -0.89 -4.16 1.44
H -0.16 -2.61 1.01
H -3.09 -3.12 1.78
H -2.54 -1.57 1.20
H -1.34 -2.95 3.68
H -2.74 -1.89 3.78
H -1.19 1.11 6.15
H -0.46 0.93 8.49
H 1.26 -0.72 9.13
H 2.24 -2.22 7.43
H 1.53 -2.07 5.09
H -3.47 0.30 2.45
H -4.78 2.37 2.26
H -3.81 4.53 2.93
H -1.50 4.64 3.81
H -0.16 2.59 4.02
H -3.47 -5.95 -0.37
H -5.89 -6.38 -0.35
H -7.47 -4.63 -1.11
H -6.63 -2.44 -1.87
H -4.21 -1.97 -1.88
H 1.03 -5.11 -0.34
H 2.04 -7.24 -1.05
H 0.93 -8.64 -2.75
H -1.21 -7.93 -3.75
H -2.26 -5.81 -3.06
Cl 0.79 4.44 -1.75
C -0.81 5.16 -1.46
Cl -1.84 4.06 -0.53
H -1.28 5.35 -2.42
H -0.67 6.07 -0.89
C 5.07 3.57 -3.85
C 5.08 2.36 -2.91
C 3.76 2.10 -2.34
N 2.71 1.92 -1.91
H 6.08 3.72 -4.24
H 4.77 4.48 -3.33
H 4.40 3.41 -4.69
H 5.77 2.52 -2.07
H 5.40 1.45 -3.43
```

E in Eh: -2828.1607
F_max in eV/A: 0.2
Gap between HOMO and LUMO (spin up / spin down) in eV: 5.7 / 5.8
Multiplicity: 1
Total charge: +3
HOMO level (spin up / spin down) in hartree: -0.5898 / -0.5896

=====

The following is a DFT calculation (ωB97M-V/def2-TZVPD) of a structure of composition C31H33F10N5O3SiTi.

Structure (XYZ):
```
84
Properties=species:S:1:pos:R:3
Ti 0.64 -0.24 -0.24
C 0.32 -4.17 1.55
N -0.02 -2.82 1.94
C -1.15 -2.80 2.86
C -2.11 -1.62 2.73
N -2.72 -1.58 1.43
C -3.79 -0.83 1.26
C -4.51 -0.91 0.01
F -4.03 -1.76 -0.93
C -5.63 -0.20 -0.29
F -6.24 -0.38 -1.48
C -6.19 0.71 0.61
F -7.32 1.39 0.31
C -5.54 0.87 1.81
F -6.01 1.77 2.70
C -4.40 0.15 2.12
F -3.80 0.51 3.30
C 1.18 -2.18 2.43
C 1.06 -0.70 2.77
N 0.42 0.10 1.72
C -0.06 1.32 2.15
C 0.47 2.11 3.18
F 1.60 1.76 3.83
C -0.07 3.33 3.57
F 0.50 4.03 4.55
C -1.18 3.83 2.93
F -1.70 5.02 3.29
C -1.74 3.10 1.90
F -2.82 3.56 1.26
C -1.20 1.89 1.54
F -1.79 1.20 0.56
H 0.73 -4.76 2.41
H 1.08 -4.15 0.76
H -0.55 -4.69 1.17
H -0.79 -2.85 3.91
H -1.73 -3.70 2.68
H -1.59 -0.69 3.00
H -2.86 -1.76 3.53
H 1.95 -2.31 1.67
H 1.55 -2.67 3.35
H 2.07 -0.35 2.98
H 0.48 -0.59 3.70
C 0.55 -3.70 -3.82
C 0.41 -3.19 -2.41
C -0.85 -3.60 -1.71
O -0.81 -0.60 -1.34
C 1.55 -2.66 -1.84
O 2.71 -2.73 -2.34
O 1.46 -1.87 -0.67
H -0.37 -3.51 -4.38
H 0.73 -4.79 -3.89
H 1.39 -3.22 -4.32
H -1.71 -3.57 -2.40
H -1.10 -2.98 -0.85
H -0.79 -4.64 -1.35
H -1.54 -0.99 -0.81
N 1.90 6.25 -0.40
C 1.40 5.30 -0.82
C 0.78 4.13 -1.39
C 0.08 4.20 -2.59
C -0.51 3.03 -3.04
C -0.37 1.87 -2.31
N 0.33 1.79 -1.16
C 0.88 2.92 -0.71
H 0.00 5.13 -3.14
H -1.08 3.01 -3.96
H -0.84 0.93 -2.60
H 1.42 2.88 0.23
C 2.66 0.66 -3.37
Si 3.69 0.71 -1.79
C 5.04 -0.57 -1.90
C 4.54 2.41 -1.77
C 2.67 0.51 -0.24
H 3.32 0.55 -4.24
H 2.07 1.57 -3.51
H 1.98 -0.20 -3.36
H 5.62 -0.45 -2.82
H 4.57 -1.56 -1.90
H 5.73 -0.48 -1.05
H 5.15 2.56 -2.67
H 5.19 2.51 -0.90
H 3.80 3.23 -1.73
H 2.68 1.46 0.31
H 3.15 -0.23 0.40
```

E in Eh: -3838.2297
Energy relative to the best compared isomer or geometry (same formula, charge and spin) in eV: 0.000
F_max in eV/A: 3.6
Gap between HOMO and LUMO in eV: 3.9
Multiplicity: 1
Total charge: -2
HOMO level in hartree: -0.0120

=====

The following is a DFT calculation (ωB97M-V/def2-TZVPD) of a cluster of 5 separate species, C31H33F4NO4S in total.

Structure (XYZ):
```
74
Properties=species:S:1:pos:R:3
C -0.12 -0.44 -0.04
C 0.31 -1.75 0.64
O 0.70 -2.69 -0.37
C 2.09 -2.85 -0.49
C 2.43 -4.25 0.11
N 3.86 -4.39 -0.26
C 3.75 -4.20 -1.67
O 4.37 -4.75 -2.47
C 2.59 -3.15 -1.89
S 3.00 -1.69 -2.84
C 4.26 -2.04 -4.05
O 1.82 -1.18 -3.45
O 3.53 -0.73 -1.92
H -1.19 -0.31 0.02
H 0.19 -0.46 -1.08
H 0.35 0.40 0.46
H 1.11 -1.59 1.36
H -0.53 -2.18 1.17
H 2.68 -2.07 -0.04
H 2.17 -4.43 1.14
H 1.96 -4.90 -0.62
H 4.42 -3.65 0.15
H 1.85 -3.73 -2.44
H 3.96 -1.64 -5.00
H 5.19 -1.60 -3.70
H 4.42 -3.11 -4.17
F 0.69 4.16 -1.31
C 0.25 3.60 -2.46
C -0.53 4.35 -3.31
C -0.98 3.78 -4.49
C -0.63 2.48 -4.81
C 0.16 1.74 -3.94
C 0.61 2.31 -2.76
H -0.80 5.37 -3.04
H -1.59 4.36 -5.17
H -0.98 2.03 -5.73
H 0.43 0.72 -4.18
H 1.24 1.75 -2.07
F 1.31 4.42 -6.68
C 2.25 5.27 -6.21
C 3.20 5.76 -7.07
C 4.15 6.64 -6.59
C 4.16 7.00 -5.25
C 3.19 6.49 -4.39
C 2.23 5.62 -4.87
H 3.18 5.46 -8.11
H 4.90 7.05 -7.26
H 4.91 7.69 -4.87
H 3.19 6.77 -3.35
H 1.46 5.21 -4.22
F -2.55 -0.59 2.06
C -2.14 -0.47 3.34
C -3.08 -0.40 4.34
C -2.66 -0.29 5.66
C -1.30 -0.25 5.95
C -0.37 -0.32 4.93
C -0.78 -0.44 3.61
H -4.13 -0.43 4.09
H -3.38 -0.23 6.45
H -0.97 -0.16 6.98
H 0.69 -0.29 5.16
H -0.07 -0.51 2.81
F -3.94 -2.07 7.49
C -5.07 -2.80 7.42
C -6.26 -2.24 7.87
C -7.42 -2.99 7.79
C -7.39 -4.28 7.28
C -6.19 -4.82 6.83
C -5.02 -4.07 6.90
H -6.26 -1.24 8.28
H -8.36 -2.57 8.14
H -8.30 -4.86 7.22
H -6.16 -5.82 6.43
H -4.08 -4.47 6.55
```

E in Eh: -2354.3527
SMILES string: CCO[C@H]1CNC(=O)[C@@H]1S(C)(=O)=O.Fc1ccccc1.Fc1ccccc1.Fc1ccccc1.Fc1ccccc1
F_max in eV/A: 4.7
Gap between HOMO and LUMO in eV: 9.5
Multiplicity: 1
HOMO level in hartree: -0.3286

=====

The following is a DFT calculation (ωB97M-V/def2-TZVPD) of a structure of composition C31H33F6MoN3O3SbSe4Te.

Structure (XYZ):
```
83
Properties=species:S:1:pos:R:3
Mo -1.40 1.64 0.16
C 4.58 -0.97 5.01
O 3.72 -0.90 3.88
C 3.33 -2.06 3.30
C 3.74 -3.32 3.71
C 3.23 -4.45 3.06
C 2.31 -4.31 2.05
C 1.89 -3.04 1.64
C 2.42 -1.91 2.25
N 2.08 -0.57 1.96
C 1.13 -0.13 1.08
N 1.16 -0.74 -0.11
C 0.15 -0.83 -1.09
C -1.04 -0.11 -1.07
C -1.95 -0.45 -2.11
C -1.67 -1.36 -3.10
C -0.43 -2.01 -3.13
C 0.46 -1.76 -2.11
O 1.67 -2.36 -1.98
C 2.08 -3.24 -3.02
N 0.34 0.89 1.36
C 0.47 1.30 2.75
C 1.11 2.47 3.08
C 1.23 2.87 4.41
C 0.69 2.06 5.40
C 0.12 0.83 5.09
C 0.04 0.43 3.76
O -0.35 -0.80 3.37
C -0.36 -1.84 4.35
H 4.72 0.05 5.35
H 5.55 -1.40 4.74
H 4.13 -1.56 5.81
H 4.44 -3.43 4.52
H 3.56 -5.44 3.37
H 1.89 -5.18 1.56
H 1.13 -2.96 0.88
H 2.29 0.07 2.71
H 1.93 -1.38 -0.25
H -2.93 0.02 -2.13
H -2.40 -1.57 -3.87
H -0.20 -2.71 -3.92
H 3.08 -3.59 -2.75
H 2.12 -2.71 -3.97
H 1.41 -4.09 -3.10
H 1.52 3.08 2.29
H 1.72 3.80 4.66
H 0.73 2.38 6.44
H -0.28 0.20 5.87
H -0.51 -2.76 3.80
H -1.17 -1.70 5.06
H 0.60 -1.88 4.87
Se -0.97 4.01 1.21
Se -3.10 4.78 1.67
Se -4.12 4.58 -0.27
Se -3.44 2.47 -0.93
C -0.80 0.55 -7.85
C -1.02 1.06 -6.44
C -2.26 1.50 -6.03
C -2.47 2.06 -4.76
C -3.86 2.56 -4.42
C -1.38 2.14 -3.90
Te -1.40 3.27 -2.12
C -0.11 1.66 -4.27
C 1.09 1.71 -3.35
C 0.04 1.12 -5.55
H -1.75 0.36 -8.35
H -0.22 -0.37 -7.86
H -0.25 1.29 -8.44
H -3.10 1.44 -6.71
H -4.50 2.54 -5.31
H -3.85 3.58 -4.03
H -4.33 1.93 -3.66
H 0.82 1.44 -2.33
H 1.54 2.70 -3.32
H 1.85 1.01 -3.68
H 1.02 0.76 -5.85
F -2.53 0.65 1.74
Sb -3.97 1.05 2.99
F -4.66 2.21 1.69
F -2.87 2.40 3.65
F -5.34 1.49 4.18
F -3.20 -0.14 4.21
F -4.91 -0.36 2.21
```

E in Eh: -12372.6289
Energy relative to the best compared isomer or geometry (same formula, charge and spin) in eV: 0.000
F_max in eV/A: 2.6
Gap between HOMO and LUMO (spin up / spin down) in eV: 6.2 / 6.2
Multiplicity: 4
HOMO level (spin up / spin down) in hartree: -0.2700 / -0.2712

=====

The following is a DFT calculation (ωB97M-V/def2-TZVPD) of a cluster of 6 separate species, C31H34BClF4N6O7P in total.

Structure (XYZ):
```
85
Properties=species:S:1:pos:R:3
O -4.45 1.36 1.35
N -4.04 0.25 1.35
O -4.69 -0.50 0.42
C -4.28 -1.92 0.37
F -3.33 -2.08 1.31
O -5.35 -2.67 0.59
B -6.08 -2.75 -0.76
C -7.50 -1.94 -0.73
F -7.52 -0.81 -1.47
F -8.53 -2.68 -1.21
F -7.89 -1.56 0.50
O -5.12 -2.10 -1.70
C -3.87 -2.24 -1.09
C -3.30 -3.68 -1.33
C -3.09 -4.71 -0.21
C -1.89 -4.40 0.70
Cl -2.21 -4.77 2.43
P -2.59 -1.14 -1.79
O -1.24 -1.36 -1.21
O -2.68 -1.52 -3.35
O -3.05 0.38 -1.70
H -6.29 -3.93 -1.02
H -3.97 -4.09 -2.09
H -2.31 -3.60 -1.81
H -4.00 -4.89 0.37
H -2.87 -5.65 -0.73
H -1.60 -3.35 0.63
H -1.03 -5.00 0.44
H -1.93 -1.13 -3.84
H -2.30 0.96 -1.48
N 0.07 2.21 -0.30
C 0.59 3.13 0.51
C 1.63 2.87 1.39
C 2.16 1.59 1.43
C 1.62 0.62 0.59
C 0.58 0.98 -0.25
H 0.16 4.13 0.45
H 2.02 3.66 2.02
H 2.98 1.35 2.10
H 1.99 -0.40 0.59
H 0.10 0.26 -0.89
N 1.14 -4.14 -0.95
C 2.37 -4.66 -0.87
C 3.48 -4.05 -1.44
C 3.31 -2.86 -2.12
C 2.03 -2.31 -2.19
C 0.98 -2.99 -1.59
H 2.47 -5.58 -0.31
H 4.46 -4.51 -1.34
H 4.15 -2.35 -2.58
H 1.86 -1.37 -2.70
H -0.02 -2.57 -1.59
N 1.13 6.43 1.01
C 2.18 7.25 0.89
C 2.19 8.56 1.34
C 1.04 9.05 1.95
C -0.05 8.22 2.08
C 0.04 6.92 1.60
H 3.05 6.82 0.41
H 3.07 9.17 1.22
H 1.01 10.07 2.31
H -0.97 8.56 2.55
H -0.80 6.24 1.69
N 3.58 2.34 -3.35
C 4.62 3.17 -3.47
C 4.62 4.48 -3.02
C 3.47 4.96 -2.41
C 2.38 4.12 -2.28
C 2.49 2.82 -2.76
H 5.50 2.75 -3.95
H 5.50 5.10 -3.15
H 3.43 5.99 -2.05
H 1.47 4.45 -1.80
H 1.66 2.14 -2.66
N 2.97 -4.51 2.38
C 3.65 -4.68 3.51
C 3.34 -4.04 4.70
C 2.27 -3.16 4.72
C 1.55 -2.97 3.55
C 1.94 -3.67 2.41
H 4.49 -5.37 3.46
H 3.93 -4.23 5.59
H 2.00 -2.64 5.63
H 0.70 -2.30 3.51
H 1.38 -3.56 1.49
```

E in Eh: -3282.9302
F_max in eV/A: 0.9
Gap between HOMO and LUMO in eV: 8.0
Multiplicity: 1
Total charge: -1
HOMO level in hartree: -0.2241

=====

The following is a DFT calculation (ωB97M-V/def2-TZVPD) of a structure of composition C31H34BIrN11O.

Structure (XYZ):
```
79
Properties=species:S:1:pos:R:3
Ir 0.21 -1.10 0.44
C -5.26 3.32 0.29
C -3.99 2.58 0.58
C -3.82 1.91 1.79
C -2.64 1.23 2.07
C -1.61 1.18 1.13
N -0.37 0.57 1.55
C 0.16 1.17 2.65
C -0.01 2.56 2.88
C 0.54 3.18 3.98
C 1.27 2.46 4.92
C 1.88 3.12 6.11
C 1.44 1.08 4.71
C 0.91 0.45 3.61
N 1.06 -0.96 3.45
C 0.36 -1.82 4.33
C -0.46 -2.80 3.94
C -1.00 -3.01 2.57
N -0.81 -2.23 1.61
C -1.79 1.82 -0.11
C -2.96 2.52 -0.35
N -0.76 1.78 -1.07
C -0.27 2.80 -1.86
C 0.35 2.37 -2.97
C 1.42 0.23 -2.29
N -0.50 0.54 -1.66
H -5.51 4.00 1.11
H -6.09 2.62 0.19
H -5.19 3.90 -0.63
H -4.61 1.92 2.53
H -2.51 0.73 3.02
H -0.54 3.15 2.14
H 0.41 4.24 4.11
H 1.41 4.08 6.32
H 2.94 3.30 5.93
H 1.80 2.49 7.00
H 1.98 0.49 5.45
H 0.48 -1.60 5.39
H -0.90 -3.42 4.72
H -1.74 -3.81 2.45
H -3.07 3.01 -1.31
H -0.41 3.81 -1.52
H 0.84 3.02 -3.68
H 2.45 -0.05 -2.48
B 2.72 -3.30 -0.54
N 1.33 -3.47 -1.13
C 0.96 -4.34 -2.08
C -0.31 -4.02 -2.51
C -0.66 -2.90 -1.77
N 0.34 -2.59 -0.94
N 2.52 -2.74 0.95
C 3.15 -3.35 2.07
C 2.93 -2.61 3.15
C 2.18 -1.38 2.74
N 1.93 -1.66 1.26
H 3.26 -4.35 -0.45
H 3.38 -2.44 -1.07
H 1.64 -5.13 -2.37
H -0.90 -4.53 -3.26
H -1.57 -2.33 -1.76
H 3.70 -4.26 1.89
H 3.29 -2.78 4.15
H 2.93 -0.57 2.67
N 0.80 0.11 -1.18
C 0.34 0.88 -3.11
N -0.02 0.33 -4.30
C 0.46 -0.96 -4.77
C 1.06 -0.80 -6.16
O 0.11 -0.23 -7.04
C -0.30 1.05 -6.60
C -0.94 0.97 -5.23
H -0.38 -1.67 -4.82
H 1.19 -1.38 -4.07
H 1.34 -1.76 -6.58
H 1.95 -0.16 -6.11
H -1.01 1.42 -7.34
H 0.57 1.73 -6.58
H -1.86 0.37 -5.28
H -1.21 1.96 -4.86
```

E in Eh: -2007.7001
Energy relative to the best compared isomer or geometry (same formula, charge and spin) in eV: 3.719
F_max in eV/A: 1.7
Gap between HOMO and LUMO (spin up / spin down) in eV: 5.6 / 5.6
Multiplicity: 2
Total charge: +2
HOMO level (spin up / spin down) in hartree: -0.4833 / -0.4841